{
  "formula": "C16H52GaO8",
  "method": "ωB97M-V/def2-TZVPD",
  "multiplicity": 1,
  "charge": -1,
  "homo_ev": -4.4008,
  "orbital_gap_ev": 6.2,
  "lumo_ha": 0.065,
  "species": ["C", "C", "C", "C", "C", "C", "C", "C", "Ga", "H", "H", "H", "H", "H", "H", "H", "H", "H", "H", "H", "H", "H", "H", "H", "H", "H", "H", "H", "H", "C", "O", "H", "H", "H", "H", "C", "O", "H", "H", "H", "H", "C", "O", "H", "H", "H", "H", "C", "O", "H", "H", "H", "H", "C", "O", "H", "H", "H", "H", "C", "O", "H", "H", "H", "H", "C", "O", "H", "H", "H", "H", "C", "O", "H", "H", "H", "H"],
  "coordinates": [[2.724, -0.640, -0.471], [1.275, -0.124, -0.374], [1.084, 1.361, -0.734], [-0.027, 1.648, -1.755], [-0.849, 2.905, -1.459], [-1.669, 2.917, -0.167], [-2.879, 1.981, -0.249], [-2.612, 0.505, 0.096], [-3.767, -0.681, -1.103], [3.429, 0.118, -0.807], [2.777, -1.476, -1.172], [3.059, -1.040, 0.487], [0.907, -0.283, 0.641], [0.637, -0.738, -1.007], [0.894, 1.943, 0.169], [2.029, 1.731, -1.141], [-0.688, 0.786, -1.861], [0.432, 1.796, -2.738], [-1.546, 3.032, -2.290], [-0.165, 3.762, -1.465], [-2.007, 3.946, -0.004], [-1.067, 2.650, 0.707], [-3.657, 2.341, 0.430], [-3.297, 2.069, -1.257], [-2.775, 0.342, 1.164], [-1.569, 0.272, -0.118], [-2.822, -1.091, -2.348], [-4.270, -2.043, -0.376], [-5.047, 0.178, -1.613], [6.328, -0.997, 0.359], [6.478, 0.173, -0.432], [6.075, -1.822, -0.305], [7.250, -1.240, 0.892], [5.526, -0.877, 1.089], [6.686, 0.888, 0.177], [6.101, 0.062, 3.903], [6.981, 0.650, 2.944], [5.113, 0.044, 3.450], [6.397, -0.956, 4.155], [6.055, 0.658, 4.817], [7.863, 0.677, 3.321], [0.963, -3.739, -2.798], [0.384, -3.210, -1.618], [0.267, -3.530, -3.607], [1.922, -3.265, -3.033], [1.109, -4.823, -2.734], [0.977, -3.378, -0.882], [-7.189, -1.698, 0.924], [-7.948, -1.670, -0.281], [-7.861, -1.960, 1.741], [-6.387, -2.435, 0.861], [-6.751, -0.718, 1.126], [-7.327, -1.427, -0.977], [1.173, 4.014, -4.772], [-0.176, 3.589, -4.880], [1.673, 3.309, -4.113], [1.681, 4.007, -5.741], [1.250, 5.013, -4.333], [-0.648, 4.194, -5.455], [-9.706, -0.511, 3.994], [-8.409, -0.265, 4.523], [-9.671, -1.482, 3.509], [-10.458, -0.541, 4.789], [-9.986, 0.239, 3.250], [-8.411, 0.598, 4.942], [7.145, -2.859, 7.166], [6.300, -2.587, 6.057], [8.162, -2.636, 6.851], [6.901, -2.231, 8.027], [7.098, -3.909, 7.465], [5.395, -2.780, 6.313], [-1.235, -0.147, -4.949], [-0.980, 1.104, -5.599], [-1.483, -0.862, -5.732], [-0.345, -0.498, -4.417], [-2.063, -0.093, -4.240], [-0.754, 1.760, -4.930]],
  "forces_ev_per_a": [[-0.3, -0.4, 0.1], [0.0, 0.1, 0.0], [0.1, 0.0, -0.2], [0.0, 0.0, -0.1], [0.2, 0.0, 0.1], [-0.1, -0.1, -0.1], [0.0, -0.1, 0.3], [-0.2, 0.2, -0.3], [0.1, -0.3, 0.1], [0.1, 0.1, 0.1], [0.1, 0.0, -0.1], [0.2, 0.1, 0.0], [-0.1, -0.1, 0.0], [0.0, 0.0, -0.1], [0.0, 0.0, 0.1], [0.0, 0.1, 0.0], [0.0, 0.0, 0.1], [0.0, -0.1, -0.1], [0.0, 0.2, 0.0], [0.0, 0.1, -0.1], [0.0, 0.0, 0.0], [0.1, 0.0, 0.0], [-0.1, 0.1, -0.1], [-0.1, 0.1, 0.0], [0.0, 0.0, 0.1], [0.0, -0.2, 0.1], [-0.1, 0.0, -0.1], [0.0, 0.0, 0.0], [-0.1, 0.0, 0.0], [0.0, 0.0, 0.0], [0.1, -0.1, 0.1], [0.0, 0.1, -0.1], [0.0, 0.0, 0.0], [0.0, -0.1, 0.0], [0.0, 0.0, 0.0], [0.1, 0.1, -0.1], [0.0, 0.1, 0.0], [0.0, 0.0, 0.0], [0.0, 0.0, 0.0], [0.0, 0.0, 0.0], [0.0, 0.0, 0.0], [0.0, 0.1, 0.1], [0.1, -0.1, -0.1], [0.0, 0.0, 0.0], [0.0, 0.0, 0.0], [0.0, 0.0, 0.0], [0.0, 0.0, 0.1], [0.0, 0.0, -0.1], [0.0, 0.0, 0.0], [-0.1, 0.0, 0.0], [0.1, 0.1, 0.1], [0.1, 0.0, 0.1], [0.0, 0.0, 0.0], [0.0, 0.0, 0.0], [0.2, 0.3, 0.2], [0.0, 0.0, 0.0], [0.0, 0.0, 0.0], [0.0, 0.0, 0.0], [-0.1, 0.0, -0.1], [0.2, 0.1, 0.1], [-0.1, -0.1, 0.0], [0.0, 0.0, 0.0], [-0.1, 0.0, -0.1], [0.0, 0.0, 0.0], [0.0, 0.1, 0.0], [-0.1, 0.0, -0.1], [0.1, 0.0, 0.1], [0.0, 0.0, 0.0], [0.0, 0.0, 0.0], [0.0, 0.0, 0.0], [-0.1, 0.0, 0.0], [0.1, 0.4, -0.2], [-0.1, -0.5, 0.1], [0.0, -0.1, 0.0], [0.0, -0.1, 0.0], [0.0, 0.0, 0.0], [0.0, 0.1, -0.1]],
  "mulliken_charge": [-1.0877, -0.3749, -0.6840, 0.0632, -0.8995, -0.6924, -1.0485, 0.2558, 0.1388, 0.4400, 0.1164, 0.1984, 0.3524, 0.3596, 0.1864, 0.5286, -0.1532, 0.1170, 0.3611, 0.3389, 0.4373, 0.2965, 0.3731, 0.3144, 0.5388, -0.5469, -0.2920, -0.3312, -0.3260, -0.2922, -0.5244, 0.3062, 0.2665, -0.0693, 0.3022, -0.5643, -0.4789, 0.2268, 0.2649, 0.2911, 0.2707, -0.5935, -0.4329, 0.2029, 0.2480, 0.3093, 0.2550, -0.3066, -0.5447, 0.0849, 0.2461, 0.1983, 0.3244, -0.5440, -0.4073, 0.1959, 0.3019, 0.2574, 0.2242, -0.5408, -0.4912, 0.1955, 0.2920, 0.2631, 0.2833, -0.5188, -0.4571, 0.2063, 0.2595, 0.2449, 0.2762, -0.4224, -0.5734, 0.3174, 0.1622, 0.1716, 0.3325]
}



{
  "formula": "C16H52N2O10",
  "method": "ωB97M-V/def2-TZVPD",
  "multiplicity": 1,
  "homo_ev": -8.9535,
  "orbital_gap_ev": 9.5,
  "lumo_ha": 0.019,
  "species": ["N", "C", "N", "O", "H", "H", "H", "H", "C", "C", "O", "H", "H", "H", "H", "H", "H", "C", "C", "O", "H", "H", "H", "H", "H", "H", "C", "C", "O", "H", "H", "H", "H", "H", "H", "C", "C", "O", "H", "H", "H", "H", "H", "H", "C", "C", "O", "H", "H", "H", "H", "H", "H", "C", "C", "O", "H", "H", "H", "H", "H", "H", "C", "O", "H", "H", "H", "H", "C", "O", "H", "H", "H", "H", "C", "O", "H", "H", "H", "H"],
  "coordinates": [[-0.223, -0.518, 0.336], [-0.195, 0.683, -0.173], [-0.284, 0.771, -1.462], [0.309, 1.768, 0.593], [0.092, -0.625, 1.248], [-0.517, -1.260, -0.223], [-0.295, 1.704, -1.888], [-0.819, 0.098, -2.007], [-2.544, 2.900, -1.556], [-1.665, 3.893, -2.279], [-0.329, 3.371, -2.397], [-2.578, 2.003, -2.156], [-3.626, 3.193, -1.398], [-2.205, 2.754, -0.519], [-1.741, 4.942, -1.951], [-2.204, 3.892, -3.207], [0.271, 4.109, -2.411], [-2.000, -4.815, -0.700], [-2.494, -3.438, -1.170], [-1.433, -2.663, -1.706], [-1.663, -5.417, -1.501], [-2.831, -5.322, -0.199], [-1.186, -4.718, 0.072], [-2.710, -2.752, -0.380], [-3.315, -3.508, -1.848], [-1.674, -2.085, -2.387], [-0.892, 2.540, 3.415], [0.299, 2.505, 4.329], [0.154, 1.472, 5.350], [-0.708, 3.010, 2.404], [-1.842, 3.017, 3.861], [-1.269, 1.498, 3.283], [0.424, 3.472, 4.875], [1.200, 2.302, 3.676], [1.003, 1.302, 5.710], [-3.512, -0.438, 0.552], [-2.997, -0.607, 2.028], [-4.121, -0.541, 2.918], [-2.795, -0.686, -0.230], [-3.514, 0.650, 0.468], [-4.442, -0.919, 0.342], [-2.358, 0.198, 2.284], [-2.384, -1.536, 2.099], [-3.972, 0.228, 3.478], [3.248, -3.086, -0.671], [1.785, -2.962, -1.200], [0.878, -3.931, -0.825], [3.430, -2.297, 0.018], [4.022, -2.946, -1.472], [3.489, -4.103, -0.226], [1.858, -3.072, -2.262], [1.539, -1.959, -0.863], [0.055, -3.734, -1.156], [2.606, -0.377, 2.087], [1.862, -1.585, 2.654], [0.625, -1.073, 2.927], [2.160, -0.142, 1.092], [3.651, -0.517, 2.022], [2.437, 0.488, 2.706], [2.391, -1.817, 3.526], [1.874, -2.355, 1.983], [0.579, -0.746, 3.842], [3.404, 0.066, -2.151], [2.265, 0.674, -2.742], [4.375, 0.363, -2.488], [3.325, -0.967, -2.334], [3.420, 0.129, -1.112], [1.504, 0.622, -2.097], [3.072, 3.058, 1.233], [2.761, 2.373, 0.046], [2.980, 4.110, 0.928], [4.136, 2.970, 1.403], [2.548, 2.874, 2.166], [1.802, 2.307, 0.012], [-0.882, 0.514, -4.518], [-1.056, -0.709, -3.803], [-0.871, 0.410, -5.639], [0.101, 0.885, -4.340], [-1.599, 1.312, -4.389], [-0.229, -1.209, -3.948]],
  "forces_ev_per_a": [[-0.8, 0.6, 0.0], [4.4, 5.0, 4.9], [-1.2, 1.1, -3.3], [-3.2, -4.7, -3.3], [0.2, -0.4, 2.1], [-0.5, -1.6, -0.8], [0.2, -0.1, 0.5], [0.3, -0.2, 0.2], [-1.0, 0.6, 1.9], [-1.1, 0.0, -0.2], [-1.2, 0.5, -0.1], [0.1, -0.5, 0.2], [1.2, 0.2, -0.7], [0.2, -0.5, -0.4], [0.5, -0.5, 0.5], [0.5, 0.4, -1.4], [0.6, 0.2, 0.0], [-0.2, 1.3, 1.8], [0.8, 0.1, 0.8], [2.1, -1.3, 0.4], [0.4, -0.6, -0.9], [0.1, 0.0, -0.1], [-0.8, -0.1, -0.8], [-1.4, -0.6, 1.3], [-0.6, -0.1, -0.6], [-0.9, 1.2, -1.8], [-2.6, 0.0, -0.2], [1.0, 0.3, 0.2], [-1.3, 0.4, -1.4], [0.0, -0.7, 1.2], [1.6, -0.2, -0.3], [0.7, 0.6, -0.3], [0.1, -0.5, -0.6], [-0.8, 0.2, 0.9], [1.2, -0.1, 0.6], [1.6, 1.4, 1.0], [-0.7, -1.3, -1.4], [0.4, -0.3, -0.1], [0.2, -0.5, 0.3], [-1.0, 0.1, -0.4], [-0.7, -0.1, 0.1], [0.9, 0.7, -0.1], [-0.8, 0.3, 0.5], [-0.2, -0.2, 0.0], [0.4, -2.1, -0.6], [1.9, 0.4, -0.4], [2.9, -1.8, 2.8], [0.3, 0.4, 0.9], [-0.9, -0.1, 0.4], [-0.5, 1.2, -0.3], [0.1, 0.8, -1.0], [-0.7, 0.3, -0.4], [-2.8, 1.0, -1.4], [-0.8, -0.2, -1.4], [2.2, 3.8, 0.5], [-3.0, -0.3, 1.3], [0.7, 0.1, 0.6], [1.3, -0.2, -0.4], [-0.2, 0.3, 0.3], [0.6, -1.1, 1.5], [-0.5, -2.3, -1.6], [-0.1, 0.0, -0.6], [-0.8, -0.5, -0.6], [-0.6, 0.5, 0.5], [0.2, 0.9, -0.8], [0.2, -1.6, -0.5], [-0.1, 0.7, 2.0], [1.3, 0.1, -0.9], [0.9, 1.7, -1.4], [0.7, -0.7, 0.3], [-0.3, 0.3, 0.9], [0.4, -0.5, 0.2], [-0.5, -0.5, -0.2], [-0.8, -0.3, 0.1], [0.7, 0.0, -2.4], [-0.1, -0.1, -0.3], [-0.3, -0.6, 0.8], [0.7, 0.6, 0.6], [-0.5, -0.3, 1.0], [-0.5, 0.3, 0.2]],
  "mulliken_charge": [0.8708, 0.1765, 0.7657, -0.8864, -0.1244, -0.1284, 0.0118, -0.0025, -0.4800, -0.4761, -0.4956, 0.1096, 0.4552, -0.1185, 0.4632, 0.2724, 0.2681, -1.5219, 0.2345, -0.5071, 0.3617, 0.4127, 0.3751, -0.0313, 0.4171, 0.2371, -0.4157, 0.0124, -0.6018, 0.0729, 0.3942, -0.2107, 0.3662, -0.1349, 0.3244, -0.7897, 1.1271, -0.6030, -0.1364, 0.2028, 0.5166, -0.6659, 0.1362, 0.3645, -1.2962, 0.4722, -0.6260, 0.2665, 0.3298, 0.2944, 0.4712, -0.2468, 0.3063, -0.4484, -0.8611, -0.5780, -0.1191, 0.5403, 0.1597, 0.5390, 0.3342, 0.3306, -0.7496, -0.6283, 0.3976, 0.3487, 0.1235, 0.3179, -0.6744, -0.3973, 0.3386, 0.3108, 0.1081, 0.2226, -0.7742, -0.6156, 0.3275, 0.2612, 0.3013, 0.2944]
}



{
  "formula": "C16H52O10",
  "method": "ωB97M-V/def2-TZVPD",
  "multiplicity": 1,
  "homo_ev": -9.5957,
  "orbital_gap_ev": 9.8,
  "lumo_ha": 0.007,
  "species": ["C", "C", "O", "H", "H", "H", "H", "H", "H", "C", "C", "O", "H", "H", "H", "H", "H", "H", "C", "C", "O", "H", "H", "H", "H", "H", "H", "C", "C", "O", "H", "H", "H", "H", "H", "H", "C", "C", "O", "H", "H", "H", "H", "H", "H", "C", "C", "O", "H", "H", "H", "H", "H", "H", "C", "C", "O", "H", "H", "H", "H", "H", "H", "C", "C", "O", "H", "H", "H", "H", "H", "H", "O", "H", "H", "O", "H", "H"],
  "coordinates": [[-1.778, 2.630, 2.366], [-2.963, 1.738, 2.550], [-3.998, 2.634, 2.840], [-1.404, 3.184, 3.227], [-1.957, 3.353, 1.569], [-0.951, 2.107, 1.885], [-2.894, 1.030, 3.376], [-3.229, 1.262, 1.607], [-4.754, 2.090, 3.073], [-2.264, 1.763, -1.725], [-2.535, 3.201, -2.109], [-3.685, 3.672, -1.420], [-1.937, 1.653, -0.691], [-1.471, 1.387, -2.371], [-3.132, 1.113, -1.838], [-2.827, 3.265, -3.157], [-1.719, 3.900, -1.929], [-4.429, 3.223, -1.829], [-2.003, -3.184, 3.376], [-1.326, -1.919, 2.965], [-1.053, -2.083, 1.593], [-2.921, -3.369, 2.818], [-2.210, -3.077, 4.441], [-1.427, -4.057, 3.069], [-0.417, -1.684, 3.518], [-2.053, -1.125, 3.134], [-0.618, -1.292, 1.267], [0.815, -3.645, -1.110], [1.531, -4.383, 0.047], [2.036, -5.639, -0.544], [0.463, -2.691, -0.718], [0.003, -4.147, -1.636], [1.586, -3.357, -1.825], [0.836, -4.703, 0.824], [2.354, -3.864, 0.539], [2.357, -6.235, 0.137], [2.569, -0.349, -2.758], [1.848, 0.491, -3.890], [1.507, 1.806, -3.324], [1.876, -0.547, -1.941], [3.458, 0.130, -2.348], [2.914, -1.313, -3.134], [0.962, -0.017, -4.271], [2.518, 0.713, -4.720], [1.081, 2.319, -4.015], [-2.486, -1.757, -1.653], [-3.672, -1.576, -0.709], [-3.463, -2.632, 0.261], [-2.566, -1.099, -2.518], [-2.234, -2.784, -1.921], [-1.562, -1.419, -1.184], [-4.579, -1.755, -1.287], [-3.654, -0.576, -0.276], [-2.607, -2.517, 0.680], [1.299, 4.064, 0.611], [1.052, 3.358, -0.659], [1.932, 2.286, -0.728], [2.307, 4.480, 0.618], [1.322, 3.361, 1.444], [0.538, 4.832, 0.745], [1.189, 4.053, -1.488], [0.008, 3.074, -0.792], [1.692, 1.944, -1.592], [5.098, -0.991, -0.063], [4.056, -0.057, 0.536], [4.364, 1.272, 0.244], [4.859, -2.033, 0.151], [6.114, -0.879, 0.314], [5.001, -0.887, -1.144], [4.069, -0.200, 1.617], [3.085, -0.297, 0.103], [3.638, 1.783, -0.123], [1.529, -0.028, 2.977], [1.393, -0.586, 3.743], [1.545, 0.862, 3.328], [0.341, 0.029, 0.519], [0.767, 0.715, 0.006], [0.860, -0.027, 1.322]],
  "forces_ev_per_a": [[1.5, -0.1, -1.2], [0.0, 0.8, -0.1], [-1.3, 0.4, 0.6], [-0.3, -0.3, 0.2], [-0.7, 0.3, 0.2], [0.3, -0.5, 0.5], [0.5, -0.3, -0.2], [0.4, -0.6, -0.1], [-0.3, 0.3, 0.0], [0.8, 0.0, -0.1], [-1.3, -0.3, -0.2], [0.0, 0.5, 0.5], [0.1, 0.1, 0.1], [0.1, -0.3, 0.0], [-0.1, 0.2, -0.2], [0.7, -0.1, -0.4], [0.0, -0.2, 0.1], [-0.2, 0.1, 0.2], [-0.1, -0.5, 0.2], [-0.8, -0.2, -0.5], [0.3, 0.1, -0.2], [-0.3, 0.6, 0.1], [-0.1, -0.7, 0.1], [0.5, 0.0, 0.7], [0.0, -0.2, 0.2], [0.1, 0.5, -0.1], [0.1, 0.3, -0.5], [1.3, 0.8, 1.0], [-0.7, -2.1, -1.0], [-0.1, 0.9, 0.0], [-0.3, 0.0, 0.1], [0.2, -0.4, 0.5], [0.0, -0.2, -0.3], [-0.3, 0.4, 0.1], [0.0, 0.5, -0.4], [0.0, 0.2, 0.2], [-0.7, 0.6, -1.0], [1.1, 0.3, 1.3], [-0.1, -1.1, -0.3], [-0.1, 0.0, 0.0], [-0.2, 0.4, -0.2], [-0.2, 0.0, -0.2], [-0.1, 0.0, 0.2], [0.1, -0.4, 0.0], [-0.1, 0.1, 0.0], [0.7, 1.2, -0.3], [2.0, -2.0, -0.2], [-1.9, 0.5, -0.1], [-0.1, -0.3, -0.4], [-0.8, -0.1, -0.2], [0.0, 0.2, 0.4], [-0.3, -0.1, 0.6], [-0.2, 0.0, 0.2], [0.5, 0.4, 0.1], [0.2, 0.4, 0.8], [-0.6, 1.2, -0.2], [-0.2, -0.9, -0.1], [-0.1, 0.4, -0.2], [-0.5, 0.0, 0.1], [0.2, 0.1, 0.3], [0.4, 0.1, -0.3], [-0.2, -0.5, 0.4], [0.7, -0.7, -0.9], [-0.6, -0.4, -0.3], [0.4, -0.4, 0.1], [1.1, 0.8, 0.0], [-0.3, -0.1, 0.1], [-0.1, 0.6, -0.2], [0.7, 0.0, -0.1], [-0.4, 0.0, 0.2], [-0.2, -0.3, 0.3], [-0.5, -0.2, 0.0], [0.1, 0.0, 0.0], [0.0, -0.3, 0.1], [0.0, 0.4, 0.0], [-0.6, -0.2, -0.5], [0.2, 0.4, -0.3], [0.5, 0.0, 0.6]],
  "mulliken_charge": [-0.9305, 0.1910, -0.5750, 0.4537, 0.2957, 0.0159, 0.2896, -0.0820, 0.3148, -0.1007, -0.6242, -0.5461, -0.2833, 0.0035, 0.5494, 0.4254, 0.2519, 0.3040, -1.3953, 0.4787, -0.3487, 0.3447, 0.4017, 0.2751, 0.0667, -0.0791, 0.3715, -0.4387, -0.1752, -0.5557, -0.1037, 0.3479, 0.2417, 0.1809, 0.2450, 0.2801, -0.6665, -0.4442, -0.5344, -0.1460, 0.2484, 0.5098, 0.3257, 0.3780, 0.2530, -0.6700, 0.1358, -0.5682, 0.4692, 0.3043, -0.1786, 0.3210, -0.1539, 0.3768, -1.5381, 0.7155, -0.4541, 0.4075, 0.1733, 0.4205, 0.3931, -0.5722, 0.3270, -1.1119, 0.4461, -0.6195, 0.2726, 0.3409, 0.2434, 0.2430, -0.2018, 0.5164, -0.5777, 0.2307, 0.2566, 0.2328, -0.3203, 0.1249]
}



Calculated values (eV/Å) of strongest force on any atom for the records, taken in order: 0.5; 8.3; 2.8.